No. 1
{
  "formula": "C2H10N2O2",
  "method": "wB97M-V/def2-TZVPD",
  "species": ["H", "N", "C", "N", "C", "H", "H", "H", "H", "H", "O", "H", "H", "O", "H", "H"],
  "coordinates": [[-0.083, -2.431, 1.035], [0.162, -1.529, 0.788], [-0.211, -1.292, -0.438], [-0.405, 0.001, -0.890], [-1.400, 0.205, -1.965], [-0.538, -2.004, -1.211], [0.128, 0.736, -0.467], [-1.518, 1.272, -2.027], [-2.258, -0.495, -1.840], [-0.942, -0.042, -2.941], [0.973, 0.277, 2.645], [1.437, -0.049, 3.420], [0.821, -0.516, 2.070], [1.043, 2.203, 0.432], [0.911, 1.813, 1.288], [1.878, 1.851, 0.104]],
  "lowdin_charge": [0.015, 0.058, -0.252, -0.057, -0.084, 0.125, 0.064, 0.076, 0.089, 0.074, -0.107, 0.030, -0.023, -0.055, -0.006, 0.053],
  "e_above_lowest_ev": 0.6147,
  "e_lumo_ha": 0.03463,
  "multiplicity": 1
}

No. 2
{
  "formula": "C36H44BrF4MgN6O3S",
  "method": "wB97M-V/def2-TZVPD",
  "species": ["Mg", "C", "C", "N", "C", "C", "C", "C", "N", "C", "C", "F", "C", "F", "C", "C", "F", "C", "F", "H", "H", "H", "H", "H", "H", "H", "H", "H", "H", "H", "H", "H", "H", "H", "C", "C", "C", "C", "C", "C", "C", "Br", "C", "O", "C", "C", "C", "C", "C", "C", "H", "H", "H", "H", "H", "H", "H", "H", "H", "H", "H", "H", "H", "H", "H", "H", "H", "H", "H", "H", "N", "C", "C", "C", "C", "C", "C", "S", "O", "O", "N", "C", "N", "C", "C", "C", "N", "H", "H", "H", "H", "H", "H", "H", "H", "H"],
  "coordinates": [[16.022, -9.860, 4.438], [11.696, -12.277, 6.806], [11.896, -11.035, 5.954], [11.954, -9.762, 6.624], [10.705, -9.212, 7.255], [9.445, -9.304, 6.436], [12.989, -9.642, 7.662], [14.436, -10.032, 7.252], [14.937, -9.292, 6.083], [14.954, -7.972, 6.184], [14.639, -7.247, 5.019], [14.665, -8.010, 3.838], [14.415, -5.886, 4.982], [14.200, -5.287, 3.774], [14.629, -5.111, 6.113], [14.978, -5.759, 7.294], [15.269, -4.962, 8.347], [15.210, -7.121, 7.305], [15.871, -7.708, 8.322], [11.298, -13.111, 6.235], [12.661, -12.626, 7.219], [10.989, -12.053, 7.633], [12.792, -11.139, 5.372], [11.071, -10.904, 5.252], [10.651, -9.788, 8.192], [10.929, -8.191, 7.502], [8.878, -10.212, 6.615], [8.818, -8.454, 6.691], [9.616, -9.294, 5.361], [13.017, -8.596, 7.947], [12.728, -10.346, 8.522], [15.040, -9.898, 8.158], [14.433, -11.092, 7.012], [14.554, -4.000, 6.095], [23.551, -7.354, 5.113], [22.737, -6.415, 4.188], [22.531, -5.146, 5.017], [23.411, -6.054, 2.848], [21.405, -7.171, 3.897], [20.223, -6.450, 3.745], [19.063, -7.182, 3.705], [17.483, -6.279, 3.153], [18.936, -8.636, 3.884], [17.817, -9.201, 4.229], [20.203, -9.290, 3.667], [21.352, -8.559, 3.929], [20.283, -10.603, 2.974], [18.999, -10.943, 2.217], [20.462, -11.658, 4.079], [21.480, -10.567, 1.995], [24.506, -6.813, 5.286], [23.827, -8.289, 4.708], [23.065, -7.440, 6.092], [23.513, -4.690, 5.309], [21.979, -5.323, 5.981], [21.930, -4.401, 4.476], [24.379, -5.611, 3.018], [22.810, -5.392, 2.239], [23.607, -6.927, 2.232], [20.183, -5.366, 3.555], [22.238, -9.136, 4.177], [18.178, -11.091, 2.926], [19.102, -11.853, 1.593], [18.650, -10.108, 1.564], [19.678, -11.511, 4.819], [21.399, -11.546, 4.672], [20.347, -12.641, 3.658], [21.328, -9.875, 1.125], [21.651, -11.569, 1.580], [22.395, -10.181, 2.483], [19.597, -16.672, 3.659], [18.633, -15.785, 3.934], [17.584, -15.655, 3.010], [16.470, -14.904, 3.268], [16.387, -14.254, 4.508], [17.413, -14.356, 5.438], [18.545, -15.129, 5.179], [15.162, -13.105, 4.806], [15.284, -12.693, 6.199], [13.878, -13.591, 4.352], [15.644, -11.810, 3.972], [15.318, -11.520, 2.649], [15.365, -10.164, 2.434], [14.958, -9.732, 1.245], [14.743, -10.625, 0.170], [14.841, -11.983, 0.507], [15.064, -12.417, 1.726], [19.395, -17.384, 2.932], [20.503, -16.619, 4.142], [17.637, -16.106, 2.053], [15.686, -14.745, 2.526], [17.128, -13.925, 6.393], [19.335, -15.139, 5.931], [14.897, -8.676, 1.081], [14.506, -10.264, -0.838], [14.765, -12.788, -0.186]],
  "lowdin_charge": [0.682, -0.079, -0.257, -0.173, -0.247, -0.098, -0.187, -0.199, -0.030, -0.235, -0.137, -0.011, -0.247, 0.036, 0.027, -0.222, 0.061, -0.146, 0.074, 0.066, 0.068, 0.072, 0.089, 0.102, 0.099, 0.100, 0.066, 0.064, 0.070, 0.100, 0.130, 0.108, 0.053, 0.136, -0.069, -0.536, -0.083, -0.043, -0.191, -0.124, -0.554, 0.808, -0.360, -0.169, -0.137, -0.027, -0.545, -0.047, -0.036, -0.048, 0.084, 0.049, 0.097, 0.088, 0.102, 0.069, 0.067, 0.078, 0.077, 0.102, 0.097, 0.055, 0.093, 0.106, 0.086, 0.094, 0.064, 0.100, 0.077, 0.067, 0.083, -0.358, -0.042, -0.052, -0.317, -0.054, -0.018, 0.606, -0.333, -0.296, -0.134, -0.429, 0.075, -0.083, -0.037, -0.125, 0.138, 0.117, 0.111, 0.095, 0.104, 0.108, 0.109, 0.113, 0.097, 0.098],
  "e_above_lowest_ev": 0.4433,
  "total_charge": -1,
  "e_lumo_ha": 0.08642,
  "multiplicity": 1
}

No. 3
{
  "formula": "C31H34F5N9OPSTi",
  "method": "wB97M-V/def2-TZVPD",
  "species": ["Ti", "N", "C", "N", "C", "N", "C", "C", "N", "C", "C", "N", "H", "H", "H", "H", "H", "O", "P", "N", "C", "C", "C", "C", "N", "C", "C", "C", "C", "N", "C", "C", "C", "C", "H", "H", "H", "H", "H", "H", "H", "H", "H", "H", "H", "H", "H", "H", "H", "H", "H", "H", "H", "H", "H", "H", "H", "H", "N", "C", "C", "C", "C", "C", "C", "C", "H", "H", "H", "H", "H", "F", "C", "C", "F", "C", "F", "C", "S", "C", "F", "C", "F"],
  "coordinates": [[-0.597, -0.695, 0.459], [2.801, -1.535, -1.355], [2.726, -1.341, -0.034], [1.488, -1.016, 0.260], [0.815, -1.047, -0.944], [1.592, -1.374, -1.949], [-2.233, -0.833, -0.748], [-3.106, -1.197, -1.777], [-4.345, -1.575, -1.513], [-4.738, -1.602, -0.233], [-3.905, -1.233, 0.803], [-2.666, -0.848, 0.496], [3.606, -1.797, -1.902], [3.563, -1.442, 0.636], [-2.793, -1.196, -2.814], [-5.746, -1.945, -0.038], [-4.204, -1.269, 1.843], [-0.543, 1.247, 0.493], [-1.400, 2.502, 0.309], [-0.786, 3.572, 1.381], [-1.335, 4.929, 1.553], [-0.765, 5.406, 2.900], [-0.341, 4.120, 3.611], [0.162, 3.255, 2.464], [-2.990, 2.365, 0.616], [-3.490, 2.263, 2.002], [-5.005, 2.076, 1.844], [-5.301, 2.604, 0.441], [-4.083, 2.140, -0.345], [-1.284, 2.937, -1.258], [-1.899, 4.168, -1.798], [-0.737, 4.892, -2.463], [0.059, 3.730, -3.053], [0.007, 2.670, -1.954], [-2.428, 4.898, 1.557], [-1.025, 5.586, 0.739], [-1.489, 5.991, 3.463], [0.107, 6.037, 2.729], [-1.198, 3.640, 4.089], [0.420, 4.290, 4.371], [0.158, 2.189, 2.675], [1.178, 3.543, 2.177], [-3.250, 3.172, 2.557], [-3.028, 1.419, 2.523], [-5.563, 2.586, 2.627], [-5.258, 1.016, 1.893], [-5.345, 3.695, 0.441], [-6.234, 2.223, 0.030], [-3.920, 2.696, -1.262], [-4.170, 1.080, -0.602], [-2.390, 4.746, -1.015], [-2.653, 3.906, -2.545], [-0.142, 5.418, -1.712], [-1.066, 5.614, -3.208], [1.082, 3.993, -3.313], [-0.433, 3.362, -3.955], [0.843, 2.788, -1.260], [0.027, 1.650, -2.336], [-0.535, -0.452, 2.698], [-0.518, -0.334, 3.838], [-0.479, -0.203, 5.262], [-1.524, 0.444, 5.922], [-1.478, 0.566, 7.299], [-0.400, 0.048, 8.005], [0.637, -0.597, 7.342], [0.605, -0.727, 5.965], [-2.359, 0.839, 5.358], [-2.283, 1.062, 7.823], [-0.369, 0.143, 9.082], [1.470, -1.002, 7.900], [1.399, -1.234, 5.435], [2.959, -6.009, -2.392], [2.120, -5.345, -1.602], [0.901, -4.907, -2.091], [0.568, -5.152, -3.356], [0.045, -4.206, -1.262], [-1.108, -3.780, -1.779], [0.361, -3.919, 0.063], [-0.774, -3.074, 1.113], [1.592, -4.374, 0.520], [1.980, -4.118, 1.775], [2.466, -5.077, -0.290], [3.651, -5.472, 0.180]],
  "lowdin_charge": [0.751, 0.047, -0.136, -0.025, -0.357, 0.093, -0.238, -0.099, 0.111, -0.094, -0.100, -0.085, 0.164, 0.141, 0.117, 0.117, 0.124, -0.374, 0.601, -0.173, -0.179, -0.151, -0.166, -0.168, -0.168, -0.168, -0.149, -0.145, -0.160, -0.170, -0.195, -0.162, -0.158, -0.166, 0.103, 0.106, 0.114, 0.116, 0.104, 0.117, 0.088, 0.126, 0.101, 0.101, 0.116, 0.096, 0.119, 0.120, 0.100, 0.090, 0.105, 0.116, 0.112, 0.118, 0.117, 0.119, 0.117, 0.110, 0.149, -0.073, -0.210, -0.026, -0.057, -0.050, -0.052, -0.011, 0.114, 0.114, 0.115, 0.116, 0.127, 0.137, -0.140, -0.146, 0.135, -0.250, 0.092, -0.511, 0.715, -0.255, 0.082, -0.151, 0.124],
  "e_above_lowest_ev": 0.0000,
  "total_charge": 1,
  "e_lumo_ha": -0.11145,
  "multiplicity": 1
}

- Number 3 is which compound?
  C31H34F5N9OPSTi